The following is a DFT calculation (the ωB97M-V functional and the def2-TZVPD basis) of the molecule C4H7NO.

XYZ file:
```
13
Properties=species:S:1:pos:R:3:forces:R:3:mulliken_charge:R:1
C -1.968919 0.083966 0.262720 0.03 -0.01 0.07 -0.92
C -1.058182 0.652529 -0.782864 0.34 -0.09 -0.09 0.16
N 0.173319 0.400323 -0.973448 -0.40 0.04 0.03 -0.44
C 0.865155 -0.577619 -0.238148 0.06 -0.23 0.08 0.61
C 2.166484 -0.096451 0.357717 0.06 -0.06 0.11 -0.97
O 0.505667 -1.734212 -0.178441 0.06 0.32 -0.08 -0.54
H -2.382652 0.893972 0.875326 0.04 -0.10 -0.12 0.29
H -2.810576 -0.409412 -0.236009 0.09 0.07 0.07 0.26
H -1.467227 -0.646966 0.897101 -0.07 0.11 -0.07 0.30
H -1.507876 1.370230 -1.477179 0.05 -0.06 0.14 0.39
H 2.572518 -0.885529 0.991124 -0.03 0.10 -0.06 0.31
H 2.029466 0.818774 0.940195 -0.06 -0.07 -0.10 0.29
H 2.882817 0.130391 -0.438095 -0.17 -0.02 0.04 0.27
```
Forces are in eV/Å.

The HOMO energy is -9.600 eV. The calculation puts the energy above the lowest of the compared OMol25 structures with the same formula, charge and spin at 21.2 kcal per mole. For the molar mass, the calculation gives 85.106 g mol⁻¹. The largest force on an atom is 0.399 eV/A. Its frontier orbital gap is 10.6 eV.